This record from OMol25 describes a single C6H6O4S molecule. The level of theory is ωB97M-V/def2-TZVPD.

Cartesian coordinates (Å):
S (-2.955, 1.146, 0.983)
O (-1.100, 0.347, -2.137)
O (-0.888, -1.815, 0.830)
O (0.390, 2.086, -0.028)
O (-2.058, -1.947, -1.118)
C (0.016, -1.121, 1.564)
C (0.435, 0.664, -0.139)
C (-1.515, -1.106, -0.213)
C (0.660, -0.048, 1.089)
C (-2.059, 0.205, 0.092)
C (-0.832, 0.114, -0.755)
H (-2.967, -2.156, -0.979)
H (1.301, 0.438, 1.896)
H (0.199, -1.600, 2.587)
H (-1.258, -0.456, -2.761)
H (-0.409, 2.303, -0.391)
H (1.331, 0.453, -0.765)

Its SMILES is O[C@H]1C=CO[C@@]2(O)C(=S)[C@@]12O. The value obtained for the energy above the lowest of the compared OMol25 structures with the same formula, charge and spin is 80.0 kcal/mol. The value obtained for the gap between HOMO and LUMO is 7.7 eV. The value obtained for the HOMO energy is -8.79 eV. As for the total energy: -931.23895 hartree. As for the LUMO energy: -0.0382 Ha.

=====

This record from OMol25 describes a single C6H6O4S molecule. The level of theory is ωB97M-V/def2-TZVPD.

Cartesian coordinates (Å):
S (0.691, -1.788, -1.635)
O (-2.062, 0.748, 1.396)
O (2.172, 0.016, 1.560)
O (1.739, 1.809, -0.899)
O (-0.393, -0.651, 0.546)
C (-0.475, -0.485, -1.750)
C (-1.897, 1.030, 0.031)
C (0.703, -1.314, 0.128)
C (1.942, -0.318, 0.263)
C (1.689, 0.766, -0.471)
C (-0.822, 0.090, -0.538)
H (-1.712, 2.077, -0.060)
H (-0.686, -0.061, -2.780)
H (2.600, -0.677, 2.013)
H (0.787, -2.184, 0.755)
H (-1.429, 0.083, 1.793)
H (-2.845, 0.857, -0.351)

Its SMILES is O=C=C(O)[C@H]1OC(CO)=CS1. The value obtained for the energy above the lowest of the compared OMol25 structures with the same formula, charge and spin is 95.0 kcal/mol. The value obtained for the gap between HOMO and LUMO is 8.5 eV. The value obtained for the HOMO energy is -8.07 eV. As for the total energy: -931.21503 hartree. As for the LUMO energy: 0.0174 Ha.

=====

This record from OMol25 describes a single C6H6OS molecule. The level of theory is ωB97M-V/def2-TZVPD.

Cartesian coordinates (Å):
S (-0.888, -2.333, -0.872)
O (0.479, 1.841, 1.585)
C (-0.738, -0.803, -0.113)
C (0.201, 0.719, 1.190)
C (0.689, 0.073, -0.126)
C (-0.839, -0.354, 1.375)
C (0.763, 1.085, -1.133)
C (0.928, 1.900, -2.021)
H (-1.887, -0.278, 1.876)
H (-1.376, -0.087, -0.738)
H (0.295, -3.025, -0.373)
H (1.691, -0.510, -0.144)
H (1.018, 3.011, -2.530)
H (-0.335, -1.238, 2.023)

Its SMILES is C#C[C@H]1C(=O)C[C@@H]1S. The value obtained for the energy above the lowest of the compared OMol25 structures with the same formula, charge and spin is 83.3 kcal/mol. The value obtained for the gap between HOMO and LUMO is 9.7 eV. The value obtained for the HOMO energy is -9.22 eV. As for the total energy: -705.49345 hartree. As for the LUMO energy: 0.0178 Ha.

=====

This record from OMol25 describes 31 unconnected molecules or ions with the total composition C6H72N2O33P. The level of theory is ωB97M-V/def2-TZVPD.

Cartesian coordinates (Å):
P (3.947, -0.901, 0.882)
O (-0.070, -5.087, 0.878)
O (-3.317, 1.324, -4.775)
O (4.201, 2.321, -2.316)
O (-8.279, -1.578, 1.057)
O (7.307, 0.834, -0.510)
O (-5.063, 5.908, 3.201)
O (-0.925, -4.364, 4.805)
O (2.617, -2.091, -5.547)
O (-3.956, 3.929, 0.879)
O (-5.227, -1.932, 1.530)
O (-6.465, -0.883, -1.136)
O (-3.271, 1.050, 2.933)
O (-8.812, -1.488, -3.345)
O (3.717, 7.198, 0.132)
O (-3.410, 1.028, -7.678)
O (4.436, 3.010, 0.489)
O (0.418, -2.198, -0.726)
O (4.937, -1.083, 4.941)
O (-6.021, 2.203, 2.303)
O (-5.546, -0.961, 4.218)
O (3.660, -3.125, 3.412)
O (3.726, 0.314, -0.180)
O (-9.064, 3.116, 3.088)
O (-1.393, -0.927, -0.081)
O (3.873, -2.349, -2.925)
O (7.105, 1.825, -3.671)
O (-2.431, -3.751, -0.768)
O (-2.609, -3.170, 2.373)
O (6.967, 5.166, -3.384)
O (6.218, 5.256, -0.083)
O (6.682, -1.448, -2.983)
O (-4.028, 1.109, -2.082)
O (0.795, 0.066, 3.737)
N (1.608, -1.891, 1.838)
N (-1.625, 1.455, 0.256)
C (5.463, -1.727, 0.320)
C (-0.009, -1.285, 0.196)
C (1.861, -2.130, -0.729)
C (-1.576, 0.314, 0.103)
C (0.158, -1.902, 1.547)
C (2.529, -2.146, 0.662)
H (-4.612, 5.395, 2.522)
H (-3.315, -2.573, 2.655)
H (-8.128, -1.447, -2.668)
H (-0.374, -1.337, 2.299)
H (-5.629, 1.836, 3.102)
H (6.519, 5.398, -4.204)
H (-6.304, -0.420, 4.462)
H (5.321, -2.798, 0.369)
H (-0.376, -5.965, 0.623)
H (-5.699, -1.453, 0.842)
H (-5.992, -1.725, -1.098)
H (-8.483, -2.111, -4.000)
H (0.776, 1.023, 3.618)
H (-8.961, -0.923, 1.238)
H (-3.984, 1.991, -4.573)
H (-5.384, 2.880, 2.031)
H (2.209, -2.986, -1.273)
H (-3.650, 0.531, -2.759)
H (4.393, 6.533, -0.048)
H (-9.335, 2.284, 2.689)
H (7.275, 4.266, -3.533)
H (6.476, 2.192, -3.033)
H (7.038, -1.398, -3.877)
H (6.085, -2.206, -3.016)
H (-2.178, -4.679, -0.822)
H (-3.509, 0.573, -6.833)
H (5.267, -1.415, 5.784)
H (-2.778, 1.729, -5.465)
H (-5.553, -0.995, 3.254)
H (-4.452, 5.930, 3.944)
H (6.721, 1.558, -0.269)
H (3.186, 1.016, 0.212)
H (-1.591, -3.282, -0.842)
H (5.080, 3.285, -0.180)
H (1.805, -2.611, 2.541)
H (-3.760, 0.219, 2.942)
H (-1.552, -4.208, 4.089)
H (-2.991, 1.174, 2.018)
H (-5.766, -0.234, -1.306)
H (3.965, 1.928, -1.468)
H (3.926, 3.815, 0.641)
H (-5.289, -2.864, 1.290)
H (2.152, -1.263, -1.308)
H (6.922, 5.836, -0.396)
H (6.201, -1.416, 1.044)
H (3.600, -1.708, -3.594)
H (3.646, -3.193, -3.329)
H (-7.788, -1.206, 0.313)
H (-3.404, 3.169, 0.663)
H (3.454, -2.272, 3.821)
H (-8.129, 3.192, 2.861)
H (3.461, 2.135, -2.901)
H (5.614, -0.465, 4.646)
H (0.600, -0.386, 0.077)
H (0.474, -0.064, 4.638)
H (6.524, 4.922, 0.767)
H (-0.524, -5.219, 4.617)
H (-4.138, 0.700, -8.216)
H (5.833, -1.387, -0.638)
H (2.391, -2.934, -5.954)
H (3.268, 7.330, -0.709)
H (-4.479, 4.092, 0.085)
H (7.429, 0.926, -1.464)
H (2.351, -1.432, -6.198)
H (-0.680, -4.828, 1.581)
H (6.736, 0.955, -3.862)
H (-0.220, -2.897, 1.518)
H (-2.610, -3.078, 1.411)
H (4.332, -3.469, 4.011)
H (2.989, -3.103, 0.839)
H (1.844, -0.995, 2.294)
H (-3.371, 1.121, -1.372)

The total charge is +1. The value obtained for the gap between HOMO and LUMO is 9.0 eV. The value obtained for the HOMO energy is -11.73 eV. As for the total energy: -3205.32387 hartree. As for the LUMO energy: -0.1011 Ha.

=====

This record from OMol25 describes 32 unconnected molecules or ions with the total composition C6H78NO33. The level of theory is ωB97M-V/def2-TZVPD.

Cartesian coordinates (Å):
O (3.011, -3.752, 0.594)
O (8.302, 1.991, -0.629)
O (-4.456, 3.588, 3.829)
O (-5.880, 3.125, -0.416)
O (-0.382, 0.414, -2.549)
O (5.504, -2.327, 0.366)
O (-2.486, 1.442, 3.875)
O (-6.660, -1.143, 3.010)
O (1.056, 2.696, -1.205)
O (-1.493, -4.446, 1.038)
O (-5.252, -2.762, 0.939)
O (-0.385, -2.876, -1.812)
O (4.109, -0.340, -0.708)
O (6.074, -1.457, -2.961)
O (1.832, 3.065, 1.908)
O (-4.491, -0.773, -0.980)
O (-0.939, 4.018, 0.268)
O (4.656, -1.525, 2.946)
O (-4.779, 2.342, -2.318)
O (1.896, -4.094, -2.513)
O (-2.765, 0.493, -2.692)
O (6.601, 3.227, 1.326)
O (-3.492, 3.813, 1.091)
O (6.574, 0.978, -4.169)
O (-3.397, -4.361, -0.018)
O (1.840, 0.249, 3.783)
O (3.927, -3.079, -2.963)
O (0.711, -2.959, 1.751)
O (5.924, 3.502, -2.766)
O (1.338, -1.211, -4.114)
O (-7.128, 1.605, 1.515)
O (-2.633, 0.246, 1.497)
O (-6.609, 1.195, 4.202)
N (0.424, -0.600, -0.066)
C (-0.463, 0.118, 0.772)
C (-1.830, -0.492, 0.591)
C (4.529, 1.038, -0.766)
C (1.843, -0.238, 0.253)
C (-4.061, 0.209, 1.267)
C (2.756, -0.577, -0.936)
H (8.741, 2.839, -0.404)
H (-7.434, 1.534, 3.810)
H (-3.010, 2.291, 3.777)
H (6.549, -2.442, 0.450)
H (5.229, 4.046, -3.080)
H (-3.143, 0.093, -2.020)
H (1.351, -4.500, -3.171)
H (1.702, -2.991, 1.647)
H (-4.987, -3.009, 1.767)
H (4.293, 1.413, -1.616)
H (-4.232, 0.667, 0.244)
H (-4.439, -0.639, 1.450)
H (6.097, 1.708, -3.960)
H (-7.673, 2.156, 1.932)
H (-2.306, 0.895, 3.069)
H (3.277, -4.391, -0.060)
H (2.098, 0.717, 0.551)
H (0.404, -1.669, -0.121)
H (-4.465, -1.385, -0.257)
H (6.953, 4.187, 1.503)
H (6.457, -2.197, -3.340)
H (-1.168, -3.341, -2.171)
H (-4.253, -3.881, 0.064)
H (1.253, 0.613, 4.370)
H (-0.394, 1.251, 0.645)
H (-3.984, 1.995, -2.323)
H (0.950, -2.840, 2.702)
H (-1.045, 4.446, -0.504)
H (4.208, -3.633, -2.387)
H (6.285, 0.216, -3.577)
H (0.751, -1.818, -4.397)
H (-0.198, -0.427, -2.998)
H (-0.643, -4.065, 1.155)
H (-2.269, -0.483, -0.444)
H (-5.499, -0.682, -1.190)
H (-7.678, 0.748, 1.438)
H (-5.551, 2.674, -1.170)
H (0.122, -0.330, -0.987)
H (2.531, -0.279, -1.901)
H (-4.471, 0.849, 2.008)
H (2.187, -1.541, -4.694)
H (-2.900, -4.129, 0.702)
H (-2.694, -0.220, -3.326)
H (4.347, 1.761, 0.074)
H (5.173, -1.914, -2.906)
H (4.819, -0.701, 3.328)
H (0.279, 2.975, -0.734)
H (-2.166, -3.936, 1.510)
H (-3.703, 3.607, 2.041)
H (6.687, 2.770, 0.498)
H (1.674, 3.404, 1.034)
H (2.272, -0.992, 1.011)
H (-6.127, -2.626, 0.958)
H (-5.124, 2.255, -3.182)
H (-0.203, -0.177, 1.866)
H (0.298, -3.475, -2.158)
H (-6.495, 0.416, 3.827)
H (5.583, 0.930, -0.648)
H (8.414, 1.981, -1.492)
H (-6.394, 2.439, -0.174)
H (2.506, 0.904, 3.782)
H (-1.875, 3.896, 0.520)
H (-6.419, -1.945, 3.594)
H (-5.051, 2.747, 3.926)
H (3.742, -3.172, 0.639)
H (2.833, -1.667, -1.138)
H (-2.070, -1.576, 0.720)
H (-7.454, -1.289, 2.474)
H (2.398, -3.321, -2.919)
H (3.917, -3.417, -3.865)
H (0.886, 3.289, 2.339)
H (0.615, 2.122, -1.744)
H (4.707, -1.317, 2.112)
H (5.313, -1.574, -0.211)
H (-1.404, 0.407, -2.590)
H (-4.112, 3.740, 0.470)
H (-4.717, 4.532, 4.115)
H (6.522, 4.136, -2.505)

The total charge is +1. The value obtained for the energy above the lowest of the compared OMol25 structures with the same formula, charge and spin is 112.4 kcal/mol. The value obtained for the gap between HOMO and LUMO is 9.0 eV. The value obtained for the HOMO energy is -11.98 eV. As for the total energy: -2812.36716 hartree. As for the LUMO energy: -0.1090 Ha.

=====

This record from OMol25 describes a molecular structure, C6H7AgLiO3. The level of theory is ωB97M-V/def2-TZVPD.

Cartesian coordinates (Å):
Ag (-4.217, 2.141, -3.540)
O (2.700, 0.248, 1.823)
O (-2.352, 0.685, -2.059)
O (0.700, 1.772, -0.245)
C (1.701, 1.409, 0.389)
C (-0.241, -1.452, 1.501)
C (2.057, -0.054, 0.463)
C (-2.551, -0.491, -1.550)
C (-1.879, -0.941, -0.458)
C (-1.165, -1.224, 0.545)
Li (-0.527, 1.150, -1.509)
H (2.011, 0.195, 2.489)
H (2.746, -0.176, -0.396)
H (1.679, -1.068, 0.306)
H (2.570, 2.104, 0.365)
H (-0.020, -0.668, 2.229)
H (0.077, -2.483, 1.678)
H (-3.289, -1.147, -2.034)

The total charge is +1. The value obtained for the energy above the lowest of the compared OMol25 structures with the same formula, charge and spin is 50.5 kcal/mol. The value obtained for the gap between HOMO and LUMO (spin up / spin down) is 4.1 / 4.1 eV. The value obtained for the HOMO energy (spin up / spin down) is -10.17 / -10.17 eV. As for the total energy: -612.60678 hartree. As for the LUMO energy (spin up / spin down): -0.2213 / -0.2213 Ha.

=====

This record from OMol25 describes a molecular structure, C6H7AsF6N2S. The level of theory is ωB97M-V/def2-TZVPD.

Cartesian coordinates (Å):
As (1.544, 0.767, 2.566)
S (-1.528, 1.987, 0.022)
F (0.712, 2.259, 2.865)
F (1.700, 0.484, 4.263)
F (3.060, 1.602, 2.541)
F (1.376, 1.039, 0.836)
F (2.365, -0.734, 2.220)
F (0.015, -0.079, 2.547)
N (-2.293, -1.725, -0.787)
N (-0.816, -0.311, -1.410)
C (2.386, -1.048, -1.140)
C (-2.587, -0.566, -0.102)
C (-1.241, -1.557, -1.567)
C (-1.658, 0.320, -0.515)
C (0.355, 0.314, -2.034)
C (1.493, -0.523, -1.733)
H (-3.373, -0.407, 0.604)
H (0.502, 1.294, -1.595)
H (0.233, 0.436, -3.108)
H (-0.791, -2.293, -2.205)
H (-1.794, 2.596, -1.149)
H (-2.799, -2.591, -0.693)
H (3.140, -1.266, -0.425)

The value obtained for the energy above the lowest of the compared OMol25 structures with the same formula, charge and spin is 0.0 kcal/mol. The value obtained for the gap between HOMO and LUMO is 9.8 eV. The value obtained for the HOMO energy is -10.39 eV. As for the total energy: -3575.52465 hartree. As for the LUMO energy: -0.0217 Ha.

=====

This record from OMol25 describes a single C6H7B molecule. The level of theory is ωB97M-V/def2-TZVPD.

Cartesian coordinates (Å):
C (1.882, 0.621, -1.337)
C (0.483, 0.717, -1.362)
C (-0.557, 0.701, -2.331)
C (0.472, 0.277, 0.954)
C (-0.704, -1.205, 2.883)
C (0.355, -0.398, 1.956)
B (1.082, 0.892, -0.115)
H (-0.322, -2.328, 3.072)
H (-0.104, 1.024, -3.257)
H (-1.433, 1.119, -2.007)
H (-0.949, -0.640, 3.750)
H (-1.857, -1.030, 2.520)
H (2.597, 0.612, -2.117)
H (-0.944, -0.361, -2.610)

The spin multiplicity is 3. The value obtained for the energy above the lowest of the compared OMol25 structures with the same formula, charge and spin is 126.6 kcal/mol. The value obtained for the gap between HOMO and LUMO (spin up / spin down) is 5.4 / 6.7 eV. The value obtained for the HOMO energy (spin up / spin down) is -4.84 / -9.45 eV. As for the total energy: -257.30820 hartree. As for the LUMO energy (spin up / spin down): 0.0193 / -0.1001 Ha.